Model a:
C2H6N4S | ωB97M-V with the def2-TZVPD basis set

## Properties
SMILES string	N/N=C\C(=S)NN

Last column: Löwdin charge in e.
Geometry (Å):
1 H -1.068 -1.528 -1.893  0.123
2 S 0.366 -0.591 2.081  0.661
3 N 0.428 1.969 -1.148  -0.016
4 H 1.304 1.679 -0.776  0.081
5 H 0.005 -0.144 -2.226  0.063
6 N -0.033 -1.171 -1.967  0.016
7 N 0.525 -1.143 -0.578  -0.113
8 N -0.814 1.612 -0.695  -0.048
9 H 0.393 2.941 -1.478  0.098
10 C -0.071 -0.614 0.520  -0.924
11 H 1.136 -2.019 -0.280  0.173
12 C -0.992 0.511 0.073  -0.220
13 H -1.994 0.268 0.520  0.106

---

Model b:
C2H6N4S | ωB97M-V with the def2-TZVPD basis set

## Properties
SMILES string	[H]/N=N/N=S.[H]/N=C/C

Last column: Löwdin charge in e.
Geometry (Å):
1 N -1.903 -1.205 -0.803  0.114
2 S -0.253 -2.224 2.435  0.462
3 H -1.711 -0.351 -1.420  0.101
4 H -0.465 0.735 1.067  0.019
5 N -1.362 -1.491 0.219  -0.177
6 H 1.005 1.388 1.471  0.069
7 N 0.568 0.254 -1.645  0.065
8 C 0.319 1.293 0.610  -0.107
9 H 2.230 0.701 -0.319  0.143
10 H -0.102 2.346 0.395  0.104
11 H 1.175 -0.195 -2.312  0.054
12 N -0.561 -2.012 0.921  -0.539
13 C 1.059 0.760 -0.619  -0.309

---

Model c:
C2H6N4S | ωB97M-V with the def2-TZVPD basis set

## Properties
SMILES string	[H]/N=C\NS/C(N)=N\[H]

Last column: Löwdin charge in e.
Geometry (Å):
1 S 0.429 0.964 0.329  0.951
2 H -0.698 -1.585 0.401  0.064
3 H -1.706 -1.567 1.801  0.117
4 C -0.738 0.171 1.461  -0.814
5 N -0.878 -1.185 1.310  0.062
6 N 0.791 -0.996 -3.030  0.075
7 H -1.070 1.805 2.360  0.024
8 N -1.324 0.823 2.365  0.059
9 C 0.360 -0.291 -2.052  -0.386
10 H -0.495 0.336 -2.188  0.094
11 H 1.608 -1.554 -2.801  0.031
12 N 0.842 -0.270 -0.749  -0.394
13 H 1.754 -0.745 -0.570  0.116

---

model c (67.4 kcal/mol below the next structure)